# 1
Computed, not measured: a structure of composition C14H7N3O4Pr at a distorted geometry, with ωB97M-V/def2-TZVPD.

Structure (ORCA input):
```
! RIJCOSX wB97M-V def2-TZVPD def2/J DEFGRID3
* xyz 3 3
O -2.920 3.566 -2.684
C -2.117 2.925 -3.241
Pr -0.448 1.261 -3.401
O 1.218 3.868 -4.657
C 0.533 2.975 -4.406
C -1.795 0.688 -5.061
O -2.572 0.157 -5.728
C 1.058 0.066 -4.639
O 1.895 -0.711 -4.878
N 2.613 -3.244 5.934
C 2.124 -2.686 5.050
C 1.494 -1.977 3.927
C 2.232 -1.683 2.768
C 1.643 -1.020 1.689
C 0.296 -0.661 1.816
C -0.468 -0.926 2.945
C 0.146 -1.593 4.002
N -0.361 -0.021 0.772
C -1.700 0.435 0.759
C -1.952 0.939 -0.490
N -0.732 0.864 -1.197
C 0.210 0.222 -0.423
H 3.274 -1.983 2.720
H 2.212 -0.790 0.786
H -1.517 -0.633 3.003
H -0.419 -1.825 4.900
H -2.389 0.371 1.579
H -2.826 1.413 -1.015
H 1.266 0.002 -0.832
*
```

LUMO energy (spin up / spin down) = -14.8 / -14.7 eV
Kohn-Sham gap (spin up / spin down) = 2.3 / 2.3 eV

=====

# 2
Computed, not measured: a structure of composition C14H8ClF3N4O3PdS2, with ωB97M-V/def2-TZVPD.

Structure (ORCA input):
```
! RIJCOSX wB97M-V def2-TZVPD def2/J DEFGRID3
* xyz 2 1
Pd -1.015 -0.183 -0.926
S 4.417 -1.241 3.851
N 4.443 -1.180 2.246
C 3.190 -1.081 1.834
C 2.769 -1.012 0.455
C 3.603 -1.026 -0.671
C 3.033 -0.956 -1.922
C 1.652 -0.855 -2.059
N 0.855 -0.846 -0.996
C 1.397 -0.910 0.246
C 0.445 -0.877 1.339
N -0.854 -0.770 0.968
C -1.801 -0.760 1.898
C -1.486 -0.863 3.249
C -0.171 -0.956 3.648
C 0.833 -0.970 2.673
C 2.255 -1.063 2.905
N 2.831 -1.150 4.093
H 4.676 -1.092 -0.546
H 3.642 -0.966 -2.815
H 1.181 -0.773 -3.029
H -2.824 -0.655 1.563
H -2.290 -0.856 3.972
H 0.092 -1.021 4.696
F -2.236 4.619 -1.552
C -2.078 3.640 -2.410
F -3.253 3.270 -2.911
F -1.263 3.989 -3.383
S -1.329 2.192 -1.528
O -0.222 2.642 -0.754
O -2.444 1.510 -0.790
O -1.024 1.169 -2.592
Cl -3.174 -1.222 -2.841
C -4.360 -0.155 -2.675
H -4.343 0.512 -1.812
H -5.148 -0.105 -3.424
*
```

Energy above the lowest of the compared OMol25 structures with the same formula, charge and spin = 45.1 kcal per mole
LUMO energy = -10.5 eV
Kohn-Sham gap = 4.5 eV

=====

# 3
Computed, not measured: a structure of composition C14H8CrN5O17 at a distorted geometry, with ωB97M-V/def2-TZVPD.

Structure (ORCA input):
```
! RIJCOSX wB97M-V def2-TZVPD def2/J DEFGRID3
* xyz -2 4
Cr -19.037 8.170 -41.077
N -18.049 5.634 -40.452
O -17.974 4.466 -40.278
O -18.345 6.288 -41.428
O -17.862 6.450 -39.608
N -19.713 11.505 -41.250
O -19.580 10.273 -40.935
O -18.695 12.196 -41.645
O -20.760 12.064 -41.296
N -17.780 9.352 -43.890
O -17.546 10.509 -43.600
O -17.219 8.805 -44.817
O -18.369 8.623 -43.055
N -16.166 9.673 -40.936
O -17.240 9.075 -40.555
O -15.083 9.061 -41.116
O -16.293 10.887 -41.147
N -21.685 7.776 -41.638
O -20.959 7.433 -40.715
O -22.895 8.060 -41.552
O -21.017 8.269 -42.499
C -23.234 10.034 -37.765
C -23.545 10.303 -36.432
C -22.503 10.317 -35.486
C -21.155 10.058 -35.827
C -20.895 9.653 -37.186
C -21.974 9.599 -38.054
C -19.602 9.015 -37.667
O -19.382 8.537 -38.799
C -18.544 9.036 -36.651
C -17.306 8.593 -37.037
C -16.333 8.605 -36.122
C -16.454 8.975 -34.838
C -17.706 9.470 -34.462
C -18.733 9.624 -35.406
C -20.022 10.234 -34.896
O -20.094 10.681 -33.739
H -23.939 9.855 -38.564
H -24.472 10.717 -36.061
H -22.880 10.600 -34.514
H -22.020 9.140 -39.031
H -17.011 8.191 -37.995
H -15.408 8.287 -36.581
H -15.671 8.921 -34.095
H -17.837 9.686 -33.412
*
```

Energy above the lowest of the compared OMol25 structures with the same formula, charge and spin = 105.0 kcal per mole
LUMO energy (spin up / spin down) = 2.5 / 2.5 eV
Kohn-Sham gap (spin up / spin down) = 5.3 / 5.2 eV

=====

# 4
Computed, not measured: a structure of composition C14H8I2N2O3STi at a distorted geometry, with ωB97M-V/def2-TZVPD.

Structure (ORCA input):
```
! RIJCOSX wB97M-V def2-TZVPD def2/J DEFGRID3
* xyz -1 2
Ti -1.216 -1.236 0.000
O 0.750 -1.226 0.000
N 1.613 -2.277 0.000
C 2.950 -2.028 0.000
C 3.804 -3.072 0.001
C 3.279 -4.405 0.001
C 1.947 -4.627 0.001
C 1.030 -3.488 0.000
S -0.634 -3.515 0.000
H 3.265 -0.995 0.000
H 4.873 -2.918 0.001
H 3.982 -5.229 0.001
H 1.519 -5.619 0.001
I -5.810 1.433 0.000
C -3.798 2.088 0.000
C -3.600 3.461 0.000
C -2.310 3.966 0.000
I -2.114 6.057 0.000
C -1.199 3.100 0.000
C 0.142 3.500 0.000
C 1.138 2.548 0.000
C 0.795 1.213 0.000
N -0.517 0.722 0.000
C -1.460 1.696 0.000
C -2.734 1.166 0.000
O -2.834 -0.105 0.000
H -4.453 4.126 0.000
H 0.417 4.548 0.000
H 2.181 2.838 0.000
H 1.553 0.486 0.000
O -2.562 -2.210 0.000
*
```

Energy above the lowest of the compared OMol25 structures with the same formula, charge and spin = 90.8 kcal per mole
LUMO energy (spin up / spin down) = 2.4 / 2.4 eV
Kohn-Sham gap (spin up / spin down) = 4.7 / 6.6 eV

=====

# 5
Computed, not measured: a structure of composition C14H8I2N2O3STi, with ωB97M-V/def2-TZVPD.

Structure (ORCA input):
```
! RIJCOSX wB97M-V def2-TZVPD def2/J DEFGRID3
* xyz -1 2
Ti 0.538 -1.053 -0.950
O 2.623 -0.729 -0.634
N 3.198 -0.863 0.538
C 4.544 -0.755 0.569
C 5.259 -0.869 1.730
C 4.563 -1.105 2.917
C 3.195 -1.216 2.873
C 2.472 -1.096 1.673
S 0.762 -1.227 1.600
H 4.971 -0.576 -0.406
H 6.335 -0.776 1.705
H 5.090 -1.200 3.857
H 2.616 -1.400 3.766
I 0.159 4.269 -1.532
C -1.323 2.837 -1.248
C -2.661 3.238 -1.129
C -3.671 2.328 -0.977
I -5.639 3.012 -0.826
C -3.375 0.938 -0.931
C -4.320 -0.107 -0.829
C -3.904 -1.408 -0.838
C -2.531 -1.698 -0.909
N -1.632 -0.743 -0.971
C -2.022 0.551 -1.015
C -0.929 1.495 -1.210
O 0.266 1.079 -1.350
H -2.887 4.295 -1.169
H -5.372 0.137 -0.755
H -4.618 -2.219 -0.779
H -2.140 -2.708 -0.916
O 0.431 -2.431 -1.856
*
```

Energy above the lowest of the compared OMol25 structures with the same formula, charge and spin = 0.0 kcal per mole
LUMO energy (spin up / spin down) = 2.2 / 2.2 eV
Kohn-Sham gap (spin up / spin down) = 5.0 / 6.9 eV

=====

# 6
Computed, not measured: a cluster of 38 separate species, C14H97N4O41S2 in total at a distorted geometry, with ωB97M-V/def2-TZVPD.

Structure (ORCA input):
```
! RIJCOSX wB97M-V def2-TZVPD def2/J DEFGRID3
* xyz 1 1
C 3.272 1.926 1.411
C 3.271 1.991 -0.106
C 1.805 1.896 -0.826
N 0.864 3.075 -1.146
N -0.326 2.674 -1.742
C -0.173 1.161 -1.819
C -1.304 0.088 -2.423
C -1.878 -0.755 -1.131
C -3.510 -0.751 -0.978
N -3.810 -1.389 0.395
N 1.162 0.615 -1.284
S 1.611 -1.053 -1.307
C 3.038 -1.481 -0.186
C 2.532 -1.925 1.346
O 1.845 -1.104 2.149
O 2.916 -3.286 1.850
C 1.726 -4.130 2.033
C 1.668 -5.429 0.981
C 2.926 -6.417 1.402
O 1.874 -4.957 -0.398
C 1.012 -5.653 -1.365
O 0.523 -6.892 -1.252
C 0.665 -4.808 -2.766
S -1.176 -4.719 -3.141
H 2.377 2.523 1.928
H 4.038 1.294 2.030
H 4.292 2.060 -0.690
H -1.149 3.249 -2.083
H -0.667 -0.648 -3.115
H -2.136 0.621 -3.051
H -1.399 -1.837 -1.141
H -1.451 -0.221 -0.153
H -3.943 0.339 -0.919
H -4.004 -1.376 -1.860
H -2.881 -1.783 0.729
H -3.961 -0.560 1.038
H 3.917 -0.710 -0.152
H 3.517 -2.483 -0.628
H 0.718 -3.536 2.005
H 1.800 -4.632 3.114
H 0.634 -5.944 1.177
H 3.778 -5.853 1.980
H 3.443 -6.906 0.443
H 2.538 -7.314 2.085
H 1.187 -3.737 -2.696
H 1.217 -5.373 -3.658
H -1.508 -3.380 -3.424
O -0.117 -3.613 4.610
H 0.544 -4.111 5.115
H 0.394 -2.907 4.187
O -2.938 -4.899 3.565
H -3.586 -4.623 4.230
H -2.096 -4.558 3.902
O 1.825 -0.322 -4.672
H 1.805 0.062 -3.783
H 2.722 -0.137 -4.988
O -3.560 -7.075 -1.575
H -2.900 -7.572 -1.070
H -3.049 -6.368 -1.998
O 6.112 2.795 1.575
H 6.093 3.179 2.464
H 7.009 2.980 1.259
O -0.413 -2.356 7.355
H -0.051 -1.459 7.414
H -0.160 -2.652 6.468
O -1.022 -0.101 6.056
H -1.668 0.596 5.868
H -1.466 -0.914 5.773
O -4.923 0.992 2.046
H -5.714 1.498 1.807
H -5.194 0.488 2.828
O 0.181 3.979 2.454
H 0.542 4.876 2.513
H 0.434 3.682 1.567
O 1.954 6.615 1.815
H 2.352 6.619 0.932
H 1.996 7.542 2.095
O -2.799 4.705 -3.040
H -2.508 5.561 -2.693
H -3.763 4.727 -2.940
O 0.353 2.019 -6.102
H 1.014 1.522 -5.598
H 0.864 2.725 -6.525
O 4.325 -8.963 0.922
H 4.986 -9.207 0.257
H 4.685 -9.316 1.750
O 3.770 -11.142 2.385
H 3.124 -10.445 2.197
H 3.326 -11.956 2.102
O 0.929 -4.186 9.260
H 0.584 -3.488 8.683
H 1.780 -3.839 9.566
O 4.432 1.154 -3.220
H 3.784 1.430 -2.554
H 5.274 1.495 -2.883
O 3.894 1.099 4.240
H 3.661 1.086 5.180
H 3.191 0.583 3.818
O 1.367 8.854 0.402
H 0.720 9.551 0.214
H 0.923 8.040 0.119
O -2.060 1.888 8.061
H -1.925 2.847 8.041
H -1.170 1.523 7.945
O -4.790 4.748 -5.012
H -4.022 4.280 -5.372
H -5.354 4.902 -5.784
O 4.620 7.412 0.031
H 3.930 8.089 -0.032
H 5.394 7.829 -0.376
O -3.853 7.180 -1.592
H -4.643 7.686 -1.831
H -4.124 6.677 -0.810
O -6.651 2.877 2.928
H -7.299 3.154 3.593
H -5.809 3.219 3.265
O -9.309 3.665 3.379
H -9.956 4.362 3.192
H -9.753 2.852 3.097
O 3.034 -2.877 -4.079
H 2.388 -2.180 -4.266
H 2.591 -3.691 -4.361
O 3.831 -3.071 -7.049
H 3.598 -3.084 -6.109
H 3.127 -3.587 -7.471
O -5.476 7.553 -6.151
H -4.815 7.056 -5.646
H -4.965 8.259 -6.573
O -0.614 6.807 0.615
H -0.847 6.794 1.556
H -1.317 6.291 0.193
O 2.118 -1.217 7.532
H 2.254 -0.258 7.512
H 3.009 -1.582 7.417
O 7.517 4.342 3.005
H 7.173 5.041 2.428
H 8.368 4.690 3.311
O -0.777 -9.373 -2.836
H -0.486 -8.517 -2.488
H -1.740 -9.351 -2.736
O -4.367 0.757 -3.619
H -4.051 1.560 -4.059
H -4.431 0.107 -4.335
O 6.561 -1.320 -7.741
H 6.033 -1.906 -7.177
H 6.035 -1.238 -8.551
O -4.837 -9.002 0.591
H -4.595 -8.462 -0.176
H -3.995 -9.378 0.888
O 2.240 4.372 -3.639
H 1.712 3.787 -3.075
H 1.714 4.454 -4.449
O -5.904 2.338 -6.126
H -6.136 2.326 -5.185
H -6.607 1.822 -6.548
O -5.119 9.758 -0.634
H -5.139 10.143 0.255
H -4.222 9.944 -0.950
*
```

LUMO energy = -3.8 eV
Kohn-Sham gap = 7.5 eV

=====

# 7
Computed, not measured: a structure of composition C14H9AuBF2N3O4 at a distorted geometry, with ωB97M-V/def2-TZVPD.

Structure (ORCA input):
```
! RIJCOSX wB97M-V def2-TZVPD def2/J DEFGRID3
* xyz -2 1
Au 1.810 -0.973 -1.566
O -0.104 -4.395 4.185
C -0.809 -4.303 3.134
O -1.877 -4.871 2.865
C -0.322 -3.350 2.062
C 0.742 -2.507 2.291
C 1.076 -1.625 1.290
N 0.456 -1.575 0.095
C -0.614 -2.370 -0.102
C -1.051 -3.243 0.870
C -1.421 -2.157 -1.397
O -2.544 -2.729 -1.473
O -0.875 -1.457 -2.293
H 1.425 -2.635 3.140
H 2.011 -1.034 1.230
H -1.896 -3.865 0.477
F 3.895 0.476 -3.354
B 3.157 -0.665 -3.012
F 3.367 -1.565 -3.945
N -0.479 1.646 -1.829
C 0.288 2.464 -2.652
N 0.621 3.620 -2.127
C 0.055 3.684 -0.863
C 0.042 4.626 0.243
C -0.432 4.208 1.505
C -1.197 3.001 1.542
C -1.293 2.089 0.478
C -0.660 2.353 -0.734
H -0.575 0.604 -2.002
H 0.567 2.055 -3.595
H 0.593 5.544 0.137
H -0.268 4.925 2.396
H -1.745 2.830 2.508
H -1.944 1.193 0.496
*
```

Energy above the lowest of the compared OMol25 structures with the same formula, charge and spin = 0.0 kcal per mole
LUMO energy = 4.8 eV
Kohn-Sham gap = 7.6 eV

=====

# 8
Computed, not measured: a structure of composition C14H9AuBrO4, with ωB97M-V/def2-TZVPD.

Structure (ORCA input):
```
! RIJCOSX wB97M-V def2-TZVPD def2/J DEFGRID3
* xyz -1 1
Au 0.244 0.260 -0.144
O -2.836 -1.921 1.657
C -2.205 -1.452 0.718
O -1.043 -0.915 0.871
C -2.840 -1.599 -0.667
C -3.987 -2.387 -0.752
C -4.629 -2.583 -1.963
C -4.142 -1.986 -3.118
C -3.008 -1.193 -3.047
C -2.364 -1.006 -1.832
H -4.364 -2.842 0.154
H -5.518 -3.202 -2.013
H -4.647 -2.137 -4.065
H -2.617 -0.716 -3.938
H -1.481 -0.383 -1.797
Br 0.985 3.709 1.388
C 2.395 2.472 1.695
C 2.824 2.274 2.998
C 3.867 1.396 3.243
C 4.488 0.744 2.187
C 4.061 0.970 0.890
C 2.992 1.821 0.625
C 2.578 2.018 -0.828
O 3.328 2.662 -1.545
O 1.508 1.423 -1.218
H 2.349 2.805 3.812
H 4.198 1.223 4.259
H 5.307 0.060 2.376
H 4.554 0.487 0.055
*
```

LUMO energy = 2.9 eV
Kohn-Sham gap = 8.9 eV

=====

# 9
Computed, not measured: a structure of composition C14H9Br2F5NO2PtS5Te, with ωB97M-V/def2-TZVPD.

Structure (ORCA input):
```
! RIJCOSX wB97M-V def2-TZVPD def2/J DEFGRID3
* xyz -1 1
Pt -1.094 0.358 0.913
C 0.503 1.032 -2.391
C 0.368 -0.400 -2.009
C 0.954 -1.382 -2.807
C 1.001 -2.697 -2.400
C 0.374 -3.054 -1.211
C 0.532 -4.316 -0.497
Br 0.801 -5.874 -1.560
C 0.641 -4.422 0.845
C 0.517 -3.325 1.776
Br 1.633 -3.327 3.297
C -0.283 -2.254 1.554
O -0.362 -1.115 2.129
C -0.339 -2.041 -0.588
N -0.286 -0.736 -0.883
H 0.916 1.113 -3.395
H 1.189 1.503 -1.688
H -0.465 1.533 -2.378
H 1.462 -1.069 -3.707
H 1.550 -3.435 -2.970
H 0.931 -5.382 1.255
F 4.747 -1.181 0.610
Te 3.120 -0.133 0.764
F 3.455 0.264 2.655
F 3.180 -0.129 -1.216
F 4.248 1.339 0.557
F 1.700 1.245 0.460
O -1.144 -2.395 0.453
C -0.416 3.373 -0.082
S -1.767 2.154 -0.233
C -2.934 2.903 0.839
C -3.119 2.410 2.067
S -2.285 1.051 2.723
S -4.314 3.252 3.020
C -4.740 4.464 1.847
S -5.896 5.593 2.101
S -3.888 4.277 0.351
H 0.176 3.329 -0.990
H 0.210 3.123 0.769
H -0.874 4.354 0.021
*
```

Energy above the lowest of the compared OMol25 structures with the same formula, charge and spin = 0.0 kcal per mole
LUMO energy = 1.5 eV
Kohn-Sham gap = 7.1 eV

=====

# 10
Computed, not measured: a structure of composition C14H9BrF7GaNO6 at a distorted geometry, with ωB97M-V/def2-TZVPD.

Structure (ORCA input):
```
! RIJCOSX wB97M-V def2-TZVPD def2/J DEFGRID3
* xyz -1 1
N -3.986 3.638 0.452
C -3.583 2.978 1.391
O -3.323 1.929 2.280
Ga -1.578 1.217 2.056
Br -1.119 -0.095 4.088
C -0.086 2.632 1.955
C 1.200 1.880 1.334
O 1.752 0.872 1.869
O 1.730 2.348 0.102
C -1.399 -0.106 0.454
O -0.330 -0.787 0.388
C -2.616 -0.234 -0.594
F -3.882 0.159 -0.079
F -2.742 -1.652 -0.893
C -2.384 0.494 -2.014
F -3.679 0.945 -2.459
F -1.916 -0.513 -2.927
C -1.296 1.669 -2.012
F 0.049 1.161 -2.088
F -1.468 2.635 -0.985
C -1.500 2.481 -3.413
O -1.219 1.989 -4.531
O -2.049 3.810 -3.426
H -0.353 3.556 1.313
H 0.138 2.964 3.034
H 2.298 1.643 -0.292
H -1.610 4.364 -2.738
F 4.215 -5.101 2.384
C 3.566 -4.302 1.517
C 3.344 -4.742 0.221
C 2.668 -3.918 -0.674
C 2.231 -2.660 -0.265
C 2.464 -2.226 1.038
C 3.131 -3.054 1.936
H 3.699 -5.721 -0.081
H 2.482 -4.256 -1.688
H 1.708 -2.016 -0.965
H 2.127 -1.243 1.355
H 3.313 -2.737 2.956
*
```

LUMO energy = 2.1 eV
Kohn-Sham gap = 8.7 eV

=====

Number 1: molar mass 422.135 Da, E_tot -1518.61551 Ha. Number 2: molar mass 543.244 Da, E_tot -2666.44240 Ha. Number 3: molar mass 570.232 Da, E_tot -3135.07367 Ha. Number 4: molar mass 585.971 Da, E_tot -2716.60451 Ha. Number 5: molar mass 585.971 Da, E_tot -2716.74917 Ha. Number 6: molar mass 1042.051 Da, E_tot -4691.06766 Ha. Number 7: molar mass 529.018 Da, E_tot -1364.64079 Ha. Number 8: molar mass 518.093 Da, E_tot -3549.68671 Ha. Number 9: molar mass 961.042 Da, E_tot -8769.96966 Ha. Number 10: molar mass 569.840 Da, E_tot -6243.01674 Ha.